Record 1
Computed, not measured: a structure of composition C35H44ClCrN8O8S in a non-equilibrium geometry, with ωB97M-V/def2-TZVPD.

Values from the calculation:
Energy above the lowest of the compared OMol25 structures with the same formula, charge and spin: 0.609 eV
⟨S²⟩: 3.775
Energy: -4302.90071 hartree
Kohn-Sham gap (alpha / beta): 8.296 / 8.602 eV
Multiplicity: 4
E_HOMO (alpha / beta): -8.18 / -8.52 eV

Structure (XYZ):
```
98
Properties=species:S:1:pos:R:3:mulliken_spin:R:1
Cr 0.23 -1.22 -0.23 3.130
N 1.78 -2.10 0.89 -0.061
C 1.44 -3.53 0.97 -0.013
C 0.96 -3.97 -0.39 0.018
O 1.25 -5.07 -0.86 0.022
N 0.19 -3.01 -0.95 -0.066
C 0.06 -2.99 -2.37 0.010
C 0.78 -1.72 -2.84 0.001
O 0.98 -1.48 -4.00 0.009
O 1.09 -0.87 -1.89 -0.018
H 1.82 -1.61 1.78 -0.001
H 2.68 -1.96 0.41 0.012
H 2.33 -4.15 1.18 -0.001
H 0.64 -3.67 1.71 0.000
H 0.51 -3.86 -2.83 -0.002
H -0.99 -3.04 -2.65 0.000
O -4.01 -2.88 -3.88 0.000
S -3.91 -3.38 -2.46 0.001
C -5.05 -4.72 -2.22 0.000
C -5.14 -5.47 -1.07 0.000
C -6.11 -6.48 -0.97 0.000
C -6.95 -6.72 -2.05 0.000
C -6.82 -5.99 -3.19 0.000
C -5.83 -5.05 -3.31 0.000
C -4.72 -2.23 -1.34 -0.001
C -5.81 -1.49 -1.79 0.000
C -6.43 -0.54 -0.97 0.000
C -5.93 -0.37 0.29 0.000
C -4.87 -1.11 0.76 -0.001
C -4.24 -2.04 -0.04 -0.001
H -4.56 -5.25 -0.19 0.000
H -6.19 -7.06 -0.08 0.000
H -7.68 -7.51 -2.02 0.000
H -7.44 -6.16 -4.09 0.000
H -5.61 -4.51 -4.20 0.000
H -6.16 -1.69 -2.82 0.000
H -7.31 0.03 -1.28 0.000
H -6.45 0.38 0.97 0.000
H -4.49 -0.88 1.73 0.000
H -3.38 -2.57 0.29 0.004
C 2.60 6.14 3.50 0.000
C 3.39 4.82 3.71 0.000
C 3.01 4.28 5.08 0.000
C 4.90 5.20 3.76 0.000
C 3.18 3.86 2.48 0.001
O 3.43 4.66 1.31 0.000
C 4.15 2.63 2.59 0.000
C 5.35 2.69 1.61 0.000
C 5.06 1.76 0.41 0.000
C 4.73 2.28 -0.84 -0.001
C 4.54 1.45 -1.93 0.002
C 4.70 0.11 -1.75 -0.001
Cl 4.41 -0.98 -3.09 0.000
C 5.04 -0.44 -0.54 0.002
C 5.16 0.41 0.56 0.000
C 1.73 3.36 2.53 -0.002
N 1.49 2.41 1.46 0.005
C 0.87 1.23 1.60 0.032
N 0.79 0.66 0.42 -0.089
C 1.42 1.53 -0.45 0.021
N 1.81 2.64 0.16 -0.002
H 2.79 6.83 4.31 0.000
H 1.50 6.00 3.44 0.000
H 2.97 6.69 2.62 0.000
H 3.22 5.07 5.81 0.000
H 3.64 3.40 5.38 0.000
H 1.96 4.02 5.26 0.000
H 5.03 5.97 4.49 0.000
H 5.17 5.58 2.80 0.000
H 5.53 4.36 4.06 0.000
H 3.04 4.19 0.55 0.000
H 3.58 1.71 2.42 0.000
H 4.52 2.54 3.66 0.000
H 6.20 2.30 2.11 0.000
H 5.47 3.72 1.33 0.000
H 4.63 3.31 -1.00 0.000
H 4.29 1.82 -2.92 0.000
H 5.23 -1.54 -0.50 -0.001
H 5.47 -0.05 1.47 0.000
H 1.03 4.17 2.34 -0.001
H 1.49 2.86 3.48 0.000
H 0.48 0.86 2.54 -0.003
H 1.62 1.35 -1.50 0.004
O 0.01 -1.39 3.07 0.008
N -1.10 -1.47 2.53 0.000
O -2.13 -1.45 3.19 0.008
O -1.14 -1.56 1.24 -0.014
C -2.32 -0.12 -4.57 0.001
N -2.52 0.51 -3.23 0.000
C -2.87 1.96 -3.24 0.001
C -1.89 0.01 -2.19 0.028
N -1.48 -0.55 -1.26 -0.042
H -1.35 0.22 -4.99 0.000
H -3.19 0.21 -5.13 0.000
H -2.39 -1.21 -4.44 0.000
H -2.06 2.56 -3.64 0.000
H -3.12 2.25 -2.23 -0.001
H -3.74 2.13 -3.87 0.000
```



Record 2
Computed, not measured: a cluster of 2 separate species, H4O3SSi in total in a non-equilibrium geometry, with ωB97M-V/def2-TZVPD.

Values from the calculation:
Energy above the lowest of the compared OMol25 structures with the same formula, charge and spin: 2.423 eV
Energy: -915.88411 hartree
Kohn-Sham gap: 9.102 eV
Multiplicity: 1
E_HOMO: -9.69 eV

Structure (XYZ):
```
9
Properties=species:S:1:pos:R:3:nbo_charge:R:1
O 2.17 -1.32 0.87 -1.179
Si 2.91 -0.33 -0.01 2.322
O 3.94 -0.64 -1.23 -1.063
O 3.28 1.09 0.60 -1.108
H 3.78 -1.56 -1.38 0.502
H 4.00 1.68 0.28 0.526
S -3.10 -0.19 -0.47 -0.290
H -3.78 -0.81 0.48 0.145
H -1.92 -0.08 0.10 0.145
```



Record 3
Computed, not measured: a structure of composition C44H46Cl2F3IN4O3PSSbYb in a non-equilibrium geometry, with ωB97M-V/def2-TZVPD.

Values from the calculation:
Energy above the lowest of the compared OMol25 structures with the same formula, charge and spin: 0.469 eV
⟨S²⟩: 0.751
Total charge: +1
Energy: -5805.10812 hartree
Kohn-Sham gap (alpha / beta): 7.261 / 7.269 eV
Multiplicity: 2
E_HOMO (alpha / beta): -10.19 / -10.20 eV

Structure (XYZ):
```
107
Properties=species:S:1:pos:R:3:mulliken_spin:R:1
Yb -0.77 -0.81 -0.04 1.017
N 1.13 -2.14 1.04 -0.001
N 2.49 -1.72 0.84 0.000
C 3.35 -2.05 1.89 0.000
N 4.65 -1.75 1.66 0.000
S 2.81 -2.77 3.29 0.000
H 0.94 -2.15 2.04 0.000
H 1.13 -3.11 0.75 0.000
H 2.63 -0.89 0.30 0.000
H 4.90 -0.99 1.03 0.000
H 5.31 -1.95 2.40 0.000
Cl -6.53 -4.29 2.16 0.000
C -5.17 -3.26 2.06 0.001
C -4.89 -2.33 3.03 -0.001
C -3.76 -1.53 2.98 0.001
I -3.63 0.01 4.38 0.000
C -2.85 -1.62 1.96 -0.001
O -1.74 -0.95 1.83 -0.001
C -3.15 -2.58 0.97 0.001
N -2.24 -2.70 -0.02 0.001
C -2.43 -3.61 -0.94 -0.001
C -3.54 -4.48 -1.01 0.000
C -4.54 -4.25 -0.10 0.000
C -4.33 -3.34 0.97 0.000
H -5.51 -2.31 3.87 0.000
H -1.65 -3.67 -1.69 0.001
H -3.62 -5.19 -1.80 0.000
H -5.49 -4.79 -0.15 0.000
Cl -3.72 5.53 -2.98 0.000
C -2.71 4.24 -2.49 0.001
C -1.31 4.16 -2.70 0.000
C -0.62 3.06 -2.24 0.001
C -1.25 1.96 -1.55 -0.004
O -0.54 0.97 -1.08 -0.009
C -2.64 2.06 -1.39 0.000
C -3.43 1.00 -0.87 0.000
O -3.00 -0.12 -0.57 0.000
C -3.35 3.22 -1.82 0.001
H -0.80 4.95 -3.24 0.000
H 0.45 2.99 -2.39 0.000
H -4.52 1.19 -0.75 0.000
H -4.41 3.27 -1.63 0.000
F -2.77 6.70 0.91 0.000
C -2.00 5.64 1.26 0.000
C -2.31 4.90 2.39 0.000
C -1.54 3.80 2.71 0.000
C -0.48 3.38 1.89 0.000
C -0.17 4.18 0.74 0.000
C -0.98 5.26 0.41 0.000
Sb 0.54 1.55 2.14 -0.005
C 2.61 2.22 2.02 0.000
C 3.50 2.38 3.11 0.000
C 4.87 2.61 2.94 0.000
C 5.29 2.88 1.64 0.000
F 6.58 3.22 1.44 0.000
C 4.46 2.83 0.53 0.000
C 3.13 2.48 0.73 0.000
C 0.41 1.31 4.28 0.000
C 0.63 2.37 5.18 0.001
C 0.56 2.13 6.57 0.000
C 0.25 0.85 7.01 0.000
F 0.19 0.62 8.32 0.000
C -0.03 -0.20 6.16 0.000
C 0.05 0.07 4.79 0.000
H -3.16 5.20 2.98 0.000
H -1.82 3.24 3.61 0.000
H 0.67 3.94 0.13 0.000
H -0.79 5.85 -0.48 0.000
H 3.16 2.17 4.10 0.000
H 5.57 2.62 3.77 0.000
H 4.87 3.01 -0.45 0.000
H 2.45 2.37 -0.10 0.001
H 0.79 3.37 4.81 0.000
H 0.74 2.90 7.29 0.000
H -0.23 -1.17 6.61 0.000
H -0.19 -0.75 4.14 0.000
C 2.04 -4.28 -2.40 0.000
C 0.84 -3.70 -3.20 0.001
C 0.87 -4.14 -4.67 0.000
P 0.65 -1.91 -2.68 -0.002
C 2.36 -1.23 -2.66 0.000
C 2.39 0.22 -2.14 -0.001
C 3.18 -1.28 -3.94 0.000
C -0.38 -0.93 -3.88 0.001
C -1.87 -1.29 -3.69 0.000
C 0.04 -1.09 -5.35 0.000
H 2.02 -5.36 -2.53 0.000
H 2.02 -3.99 -1.34 0.000
H 2.98 -3.90 -2.81 0.000
H -0.05 -4.16 -2.77 0.000
H 1.63 -3.64 -5.23 0.000
H -0.09 -4.00 -5.16 0.000
H 1.06 -5.21 -4.67 0.000
H 2.91 -1.83 -1.96 0.000
H 1.82 0.84 -2.80 0.000
H 3.46 0.52 -2.07 0.000
H 1.91 0.32 -1.15 0.000
H 2.81 -0.55 -4.66 0.000
H 3.22 -2.29 -4.39 0.000
H 4.20 -0.95 -3.74 0.000
H -0.26 0.11 -3.55 0.000
H -2.03 -2.35 -3.96 0.000
H -2.45 -0.64 -4.35 0.000
H -2.18 -1.12 -2.64 0.000
H 1.14 -1.05 -5.52 0.000
H -0.40 -0.27 -5.89 0.000
H -0.33 -2.01 -5.80 0.000
```



Record 4
Computed, not measured: a structure of composition C42H35B2F8MnN7O14 in a non-equilibrium geometry, with ωB97M-V/def2-TZVPD.

Values from the calculation:
⟨S²⟩: 12.024
Total charge: +1
Energy: -5057.17020 hartree
Kohn-Sham gap (alpha / beta): 6.340 / 2.478 eV
Multiplicity: 7
E_HOMO (alpha / beta): -11.61 / -11.61 eV

Structure (XYZ):
```
109
Properties=species:S:1:pos:R:3:mulliken_spin:R:1
Mn 2.29 0.29 1.71 4.864
B 2.17 1.19 4.12 -0.011
F 3.05 0.40 4.71 0.004
F 1.22 0.47 3.51 0.038
F 1.67 2.06 5.00 0.002
F 2.67 1.91 3.09 0.024
B 0.28 -0.43 0.15 -0.018
F 0.11 0.11 -1.13 -0.014
F -0.61 -1.42 0.46 -0.002
F 1.59 -0.96 0.17 0.061
F 0.25 0.46 1.16 0.027
C -0.97 -0.63 -5.82 0.010
C -2.22 -0.37 -6.37 0.003
C -3.32 -0.40 -5.55 -0.002
C -3.26 -0.66 -4.19 0.026
C -1.96 -0.83 -3.64 -0.006
C -0.89 -0.83 -4.46 -0.002
N -4.45 -0.79 -3.32 -0.004
O -4.38 -1.02 -2.15 0.000
O -5.50 -0.75 -3.96 0.002
H -0.11 -0.65 -6.47 0.001
H -2.39 -0.25 -7.43 0.000
H -4.27 -0.30 -6.04 0.000
H -1.82 -1.02 -2.59 0.002
H 0.09 -0.96 -4.04 -0.001
C -3.12 3.20 -3.29 0.229
C -4.42 3.78 -3.25 0.096
C -4.85 4.17 -2.04 0.048
C -4.16 3.84 -0.86 0.305
C -2.89 3.23 -0.92 0.074
C -2.37 2.87 -2.17 0.074
N -4.86 4.09 0.42 -0.032
O -4.88 3.20 1.27 0.038
O -5.40 5.19 0.55 0.074
H -2.73 2.81 -4.22 0.018
H -4.91 4.02 -4.18 0.006
H -5.81 4.65 -1.97 0.001
H -2.29 2.97 -0.06 0.004
H -1.38 2.45 -2.22 0.034
C 3.47 -4.85 0.73 0.001
C 3.55 -3.75 -0.14 0.002
C 2.52 -3.61 -1.08 -0.001
C 1.48 -4.55 -1.16 0.000
C 1.45 -5.65 -0.33 0.000
C 2.51 -5.82 0.61 0.000
N 0.36 -4.28 -2.15 0.000
O -0.64 -5.01 -1.98 0.000
O 0.35 -3.37 -3.01 0.000
H 4.22 -4.94 1.50 0.000
H 4.21 -2.93 0.13 -0.005
H 2.56 -2.77 -1.77 0.001
H 0.66 -6.39 -0.38 0.000
H 2.41 -6.57 1.38 0.000
C -0.44 -4.83 5.51 0.001
C 0.89 -4.87 5.91 0.000
C 1.82 -4.08 5.19 0.002
C 1.40 -3.38 4.05 -0.002
C 0.03 -3.31 3.71 0.000
C -0.88 -4.03 4.49 -0.001
N 2.40 -2.60 3.25 -0.022
O 1.95 -1.64 2.55 0.017
O 3.59 -2.80 3.40 0.007
H -1.14 -5.43 6.08 0.000
H 1.13 -5.45 6.79 0.000
H 2.86 -3.86 5.42 0.000
H -0.33 -2.82 2.82 0.000
H -1.95 -4.00 4.33 0.000
C 2.25 7.17 0.70 0.000
C 1.71 6.80 -0.56 0.000
C 1.79 5.46 -0.90 0.000
C 2.27 4.50 -0.02 0.000
C 2.82 4.90 1.20 0.001
C 2.85 6.25 1.54 0.000
N 2.21 3.06 -0.24 0.001
O 2.50 2.18 0.61 0.001
O 1.88 2.69 -1.35 0.016
H 2.31 8.21 0.96 0.000
H 1.25 7.49 -1.26 0.000
H 1.42 5.18 -1.88 0.000
H 3.27 4.22 1.90 0.000
H 3.41 6.60 2.39 0.000
C 2.98 -0.28 -4.79 0.000
C 4.13 -0.70 -5.37 0.000
C 5.30 -0.80 -4.61 0.000
C 5.31 -0.48 -3.29 0.000
C 4.14 0.04 -2.69 -0.002
C 2.97 0.14 -3.49 0.000
N 6.59 -0.41 -2.58 0.000
O 7.55 -0.97 -3.07 0.000
O 6.67 0.09 -1.42 0.000
H 2.03 -0.36 -5.30 0.000
H 4.18 -1.10 -6.37 0.000
H 6.17 -1.07 -5.19 0.000
H 3.94 0.24 -1.64 0.009
H 2.11 0.59 -3.01 -0.001
C -2.97 -0.38 3.14 0.000
C -2.92 -0.60 4.51 0.000
C -3.92 -0.14 5.36 0.000
C -5.05 0.52 4.87 0.000
C -5.13 0.69 3.45 0.000
C -4.09 0.28 2.61 0.000
N -6.13 0.87 5.73 0.000
O -6.14 0.57 6.91 0.000
O -7.11 1.46 5.23 0.000
H -2.31 -0.73 2.36 -0.001
H -1.97 -1.01 4.83 0.000
H -3.75 -0.23 6.42 0.000
H -5.98 1.13 2.95 0.000
H -4.16 0.44 1.55 -0.001
```